Arrangement one

The following is a DFT calculation (ωB97M-V/def2-TZVPD) of an isolated molecule of C4H14OSi2.

Results
SMILES string = CO[Si@H](C)[SiH](C)C
highest occupied orbital energy = -8.999 eV
LUMO = 0.93 eV

Geometry as ORCA input:
```
! wB97M-V def2-TZVPD RIJCOSX def2/J DEFGRID3
* xyz 0 1
C 1.339 -1.513 -2.630
O 1.183 -1.127 -1.298
Si -0.136 -1.246 -0.339
C -1.677 -0.570 -1.255
Si 0.510 0.459 1.426
C 0.601 2.258 0.794
C -0.842 0.339 2.763
H 2.206 -0.990 -3.037
H 0.459 -1.252 -3.223
H 1.501 -2.592 -2.700
H -0.421 -2.660 -0.034
H -1.465 0.407 -1.683
H -2.008 -1.214 -2.067
H -2.514 -0.445 -0.575
H 1.805 0.167 2.072
H -0.373 2.620 0.473
H 0.962 2.929 1.569
H 1.277 2.334 -0.054
H -1.816 0.609 2.368
H -0.917 -0.674 3.148
H -0.638 0.992 3.607
*
```

=====

Arrangement two

The following is a DFT calculation (ωB97M-V/def2-TZVPD) of an isolated molecule of C4H14OSi2.

Results
highest occupied orbital energy = -7.925 eV
LUMO = -0.58 eV

Geometry as ORCA input:
```
! wB97M-V def2-TZVPD RIJCOSX def2/J DEFGRID3
* xyz 0 1
C 2.041 -0.435 1.043
C 1.362 1.662 -1.053
C -1.871 -1.766 0.964
C -1.665 -0.746 -1.836
O -0.574 1.589 1.123
Si 0.835 1.054 0.735
Si -0.753 -0.873 -0.236
H 3.013 0.148 1.072
H 2.047 -1.173 1.780
H 1.839 -1.009 0.134
H 0.491 2.025 -1.547
H 2.165 2.394 -0.921
H 1.733 0.834 -1.580
H -2.876 -1.882 0.531
H -1.648 -2.823 1.064
H -1.900 -1.231 1.873
H -1.406 -1.514 -2.586
H -2.753 -0.792 -1.768
H -1.476 0.267 -2.203
H -0.387 2.384 1.732
H 1.785 1.888 1.680
*
```

=====

Stability check: which of them is least stable? arrangement two.

=====

Arrangement one

The following is a DFT calculation (ωB97M-V/def2-TZVPD) of an isolated molecule of C21H27N3O2S.

Results
SMILES string = CC[C@H](C)N1C(=O)/C(=C\c2ccc(N3CCCCCC3)cc2)C(=O)NC1=S
highest occupied orbital energy = -7.854 eV
LUMO = -0.84 eV

Geometry as ORCA input:
```
! wB97M-V def2-TZVPD RIJCOSX def2/J DEFGRID3
* xyz 0 1
C 2.617 -2.067 -3.173
C 2.830 -3.430 -2.525
C 2.127 -3.538 -1.169
C 2.381 -4.872 -0.473
N 0.690 -3.234 -1.271
C 0.263 -2.077 -0.588
O 1.056 -1.497 0.130
C -1.120 -1.658 -0.770
C -1.699 -0.474 -0.375
C -1.255 0.773 0.137
C -2.252 1.721 0.456
C -1.949 2.967 0.935
C -0.610 3.373 1.113
N -0.304 4.608 1.585
C 1.017 5.172 1.449
C 1.908 4.950 2.695
C 1.119 4.408 3.886
C 0.129 5.416 4.478
C -0.633 6.236 3.436
C -1.269 5.390 2.333
C 0.388 2.437 0.774
C 0.079 1.185 0.316
C -2.064 -2.592 -1.393
O -3.265 -2.434 -1.476
N -1.481 -3.717 -1.937
C -0.157 -4.037 -1.964
S 0.255 -5.383 -2.826
H 3.202 -1.990 -4.087
H 1.570 -1.917 -3.430
H 2.921 -1.269 -2.498
H 3.895 -3.588 -2.349
H 2.483 -4.216 -3.194
H 2.518 -2.743 -0.524
H 1.819 -4.922 0.457
H 3.440 -4.954 -0.242
H 2.099 -5.711 -1.102
H -2.775 -0.498 -0.542
H -3.289 1.455 0.311
H -2.754 3.654 1.139
H 1.489 4.745 0.563
H 0.897 6.241 1.252
H 2.393 5.887 2.974
H 2.696 4.234 2.457
H 1.823 4.115 4.668
H 0.590 3.505 3.579
H 0.666 6.114 5.125
H -0.582 4.873 5.105
H -1.439 6.777 3.937
H 0.030 6.987 3.006
H -1.821 6.056 1.653
H -1.982 4.706 2.798
H 1.428 2.686 0.914
H 0.877 0.493 0.109
H -2.099 -4.361 -2.420
*
```

=====

Arrangement two

The following is a DFT calculation (ωB97M-V/def2-TZVPD) of an isolated molecule of C21H27N3O2S.

Results
SMILES string = Cc1csc(CN(C)C(=O)[C@H]2CCC(=O)N(CCCc3ccccc3)C2)n1
highest occupied orbital energy = -8.825 eV
LUMO = 0.52 eV

Geometry as ORCA input:
```
! wB97M-V def2-TZVPD RIJCOSX def2/J DEFGRID3
* xyz 0 1
C -4.638 -3.299 -0.870
C -3.284 -2.701 -0.714
C -2.990 -1.374 -0.667
S -1.298 -1.120 -0.484
C -1.102 -2.865 -0.481
C 0.250 -3.476 -0.351
N 1.089 -2.704 0.542
C 0.689 -2.678 1.932
C 2.168 -2.065 0.012
O 2.498 -2.250 -1.141
C 2.881 -1.089 0.941
C 4.332 -0.821 0.539
C 4.424 -0.133 -0.816
C 3.386 0.929 -1.104
O 3.518 1.687 -2.048
N 2.274 0.951 -0.327
C 1.192 1.845 -0.685
C 1.105 3.074 0.221
C -0.044 3.993 -0.208
C -1.377 3.313 -0.072
C -2.090 2.900 -1.189
C -3.318 2.275 -1.054
C -3.846 2.046 0.205
C -3.138 2.442 1.327
C -1.916 3.073 1.187
C 2.137 0.251 0.927
N -2.199 -3.516 -0.598
H -4.672 -3.902 -1.776
H -4.854 -3.952 -0.027
H -5.393 -2.520 -0.928
H -3.651 -0.535 -0.724
H 0.752 -3.481 -1.326
H 0.145 -4.509 -0.005
H -0.203 -3.292 2.041
H 1.470 -3.095 2.573
H 0.448 -1.671 2.276
H 2.867 -1.483 1.960
H 4.889 -1.759 0.507
H 4.782 -0.188 1.309
H 4.284 -0.874 -1.608
H 5.410 0.313 -0.959
H 0.250 1.287 -0.647
H 1.378 2.162 -1.713
H 0.949 2.761 1.256
H 2.049 3.620 0.166
H -0.029 4.888 0.418
H 0.113 4.298 -1.244
H -1.684 3.075 -2.175
H -3.864 1.971 -1.936
H -4.810 1.568 0.315
H -3.545 2.265 2.312
H -1.375 3.394 2.067
H 2.529 0.871 1.748
H 1.066 0.102 1.099
*
```

=====

Stability check: which of them is least stable? arrangement one.